9
Properties=species:S:1:pos:R:3:forces:R:3 method="wB97M-V/def2-TZVPD" total_energy_ev=-80800.58899 fmax_ha_per_bohr=0.04085 smiles="O=C=NO/C([O-])=C/Br" de_lowest_ev=2.267 gap_ha=0.25615 spin_multiplicity=1 charge=-1
Br -3.1634 -0.7093 -0.2172 0.30 0.12 -0.10
O 2.7779 -0.5545 -1.5919 1.06 -0.15 -1.20
O 0.6975 0.7237 1.0329 -1.17 0.16 -0.47
O -1.1792 1.9133 0.4146 0.34 -1.97 0.25
N 1.4952 -0.0390 0.2900 0.32 -0.55 0.62
C 2.1448 -0.1498 -0.6910 -0.80 -0.06 0.40
C -0.7866 0.7366 0.4578 -0.68 1.98 0.10
C -1.3214 -0.5046 0.2167 1.83 -0.83 0.00
H -0.6649 -1.4166 0.0880 -1.18 1.28 0.40

---

127
Properties=species:S:1:pos:R:3:forces:R:3 method="wB97M-V/def2-TZVPD" total_energy_ev=-101119.37313 fmax_ha_per_bohr=0.08932 smiles="CCCO[C@H]1C(=O)N[C@](CC)(C[C@H](C)F)[C@@]1(CCOC=O)CP(=O)(O)O.O=C1c2ccccc2C(=O)c2ccccc21.O=C1c2ccccc2C(=O)c2ccccc21.O=C1c2ccccc2C(=O)c2ccccc21" gap_ha=0.30665 spin_multiplicity=1
P 1.5329 -0.0849 -4.2986 1.26 0.26 -4.41
F -2.1249 2.7759 -4.9602 1.20 -0.31 1.13
O 9.2624 -0.8821 -4.6065 -0.12 -0.01 0.26
O 2.9729 -1.0036 -4.5147 -1.97 1.59 1.25
O 1.9900 1.2819 -3.4095 -0.65 -1.85 -1.19
O -2.0764 -3.6596 -7.2948 0.71 3.40 -0.44
O -4.0866 4.0027 0.1119 -0.11 0.01 0.20
O 2.2199 -0.2880 8.9142 -0.23 -0.10 -0.14
O -1.3988 -3.1730 -2.4529 -2.20 0.22 -1.00
O -1.9436 -2.0826 6.1026 0.17 0.10 0.14
O -1.8782 -1.9892 0.0512 -0.54 1.86 -3.45
O -1.7947 -1.3692 -6.8140 0.07 -2.91 -0.67
O 6.9647 -1.2015 0.1979 0.13 0.02 -0.26
O 1.0931 0.3050 -5.7302 0.58 -0.42 3.91
O -6.7016 3.1698 4.6900 0.13 0.10 -0.25
N -2.3272 0.0773 -1.1828 -0.29 -1.28 1.01
C -5.5417 4.8726 1.7383 -0.17 0.34 0.05
C -4.6631 3.8231 1.1727 0.46 0.00 -0.72
C 10.4319 1.1060 -0.1783 -0.14 -0.12 -0.07
C -4.4885 2.5564 1.9191 0.07 -0.27 0.11
C 0.3554 -1.6137 6.1354 0.29 -0.02 -0.20
C -1.8849 -0.4125 -4.5587 -0.15 0.42 0.19
C 1.7857 -1.9311 4.2197 -0.12 0.04 0.15
C -1.1465 -1.3258 8.1775 -0.13 0.06 0.32
C -4.3568 -4.4357 -4.1206 0.04 -0.03 -0.29
C -0.9867 -1.7015 6.7543 -0.69 -0.29 -0.51
C 11.0543 1.1574 -1.4235 -0.16 -0.12 -0.09
C -1.2539 0.6283 -2.1130 -2.24 -0.98 0.91
C 10.5066 0.4767 -2.5049 0.16 0.15 0.13
C -5.6718 6.0938 1.0764 -0.13 0.22 0.03
C -2.0430 -1.7475 -5.4190 -1.18 0.49 0.76
C 5.8939 -3.3264 -4.1894 0.13 0.11 0.08
C -3.4391 0.3952 2.1242 -0.02 0.10 -0.02
C -5.1510 2.3500 3.1299 0.17 -0.23 -0.02
C -7.2175 6.8471 2.7667 0.08 -0.18 0.01
C -4.9405 1.1711 3.8450 0.12 -0.20 -0.02
C -2.0089 -1.8711 -2.5396 1.29 0.75 3.54
C -2.0443 1.9350 -2.6700 1.07 0.00 0.21
C -3.6410 1.5714 1.4127 0.05 -0.03 0.11
C -0.2098 -0.5622 10.2678 -0.18 0.01 0.18
C -2.4796 -4.1371 -2.2140 -0.67 -1.23 -0.37
C 8.7539 -0.9770 -3.5033 0.37 0.05 -0.83
C -0.0674 0.8919 -1.0665 0.56 0.99 0.46
C -1.1136 -0.6424 -3.1432 -0.46 -1.30 -2.68
C 6.9628 -1.9162 -2.0380 -0.15 -0.20 -0.21
C 1.2752 -0.7239 8.2801 0.72 0.33 0.45
C 5.3255 -3.4497 -2.9233 0.14 0.14 0.07
C 7.0027 -2.5100 -4.3789 -0.19 -0.16 -0.04
C -4.0812 0.1987 3.3450 -0.11 0.18 -0.01
C 0.3424 -1.2387 -3.4256 0.88 0.41 1.86
C 5.8547 -2.7418 -1.8508 -0.17 -0.17 -0.14
C -6.5046 7.0799 1.5929 0.08 -0.19 0.00
C -1.0990 4.3078 -3.3673 -0.11 -0.20 -0.44
C 2.6908 -1.0091 6.2559 0.09 -0.06 -0.20
C -6.2408 4.6476 2.9244 -0.10 0.34 -0.11
C 9.3374 -0.2668 -2.3421 0.22 0.19 0.24
C 2.8621 -1.4143 4.9374 -0.10 0.02 0.15
C 9.2702 0.3620 -0.0106 0.19 0.13 0.04
C 0.5332 -2.0255 4.8147 0.16 -0.02 -0.18
C 7.5077 -1.1524 -0.8924 -0.42 -0.06 0.83
C -2.0571 -1.3840 -1.0110 -0.10 0.16 0.82
C -0.0531 -0.8755 8.9174 -0.29 -0.03 0.24
C -1.2498 2.7482 -3.7884 -1.48 1.50 0.36
C 0.3403 2.4368 -0.8936 0.73 -0.35 0.04
C -1.8155 -2.4967 -7.6443 -0.43 -1.56 0.34
C -1.4559 -0.6888 10.8712 0.13 -0.01 -0.18
C 8.7257 -0.3340 -1.0902 0.28 0.22 0.04
C -2.5516 -1.1196 10.1268 0.11 -0.02 -0.16
C -2.3986 -1.4380 8.7827 -0.09 0.03 0.22
C -7.0866 5.6340 3.4322 -0.05 0.22 -0.06
C 7.5469 -1.8115 -3.3006 -0.27 -0.19 -0.03
C -6.0811 3.3721 3.6605 -0.42 -0.26 0.80
C -2.9180 -4.9084 -3.5662 -0.75 -0.42 0.85
C 1.4389 -1.1187 6.8618 0.12 -0.07 -0.32
H 8.7925 0.3216 0.9627 -0.06 -0.11 -0.19
H 2.1253 1.9908 -4.0747 -0.14 -0.48 0.33
H -1.5743 -0.4495 11.9228 0.02 -0.01 -0.10
H -3.0587 -6.0066 -3.2570 0.48 1.50 -0.67
H 3.8374 -1.3325 4.4692 -0.09 0.00 0.05
H -1.5827 4.5421 -2.3681 0.65 -0.49 -1.16
H -0.3027 -2.4240 4.2491 0.00 0.09 0.19
H 1.2404 2.4607 -0.1896 -1.19 -0.01 -0.89
H -3.0954 1.6626 -3.0455 1.78 0.24 0.30
H -3.0963 -1.7849 -2.8920 1.66 -0.62 0.03
H -3.9128 -0.7148 3.9062 0.00 0.09 -0.03
H 5.4747 -3.8721 -5.0280 0.04 0.06 0.08
H 10.9946 0.5235 -3.4728 -0.20 -0.10 0.05
H -2.2346 2.6058 -1.7557 0.41 -1.06 -1.37
H 0.7985 -1.4851 -2.3958 -0.51 0.22 -1.55
H 0.3552 -2.2192 -4.0018 -0.12 1.46 0.53
H -0.0052 4.6055 -3.3148 -1.37 -0.24 -0.15
H 10.8560 1.6433 0.6634 -0.05 -0.06 -0.08
H -5.1217 6.2804 0.1600 -0.02 -0.19 0.12
H -2.1696 -4.8888 -1.4034 -0.04 1.27 -1.30
H -0.4138 0.5505 -0.0241 0.35 0.33 -1.72
H -2.9523 -0.0641 -4.3052 1.64 -0.37 -0.39
H -3.1408 -2.0854 -5.3435 1.67 0.32 -0.20
H 0.8937 0.3267 -1.2743 -1.27 0.64 -0.04
H -1.4185 -2.6295 -5.0772 -0.50 1.20 -0.64
H -5.2145 -5.0743 -3.7066 1.34 0.94 -0.36
H 3.5338 -0.6125 6.8115 -0.20 -0.04 0.07
H 0.6388 -0.2231 10.8525 -0.01 -0.04 -0.22
H -0.2636 2.2931 -4.1093 -1.36 0.43 0.33
H -0.4667 3.0729 -0.4014 0.93 -0.88 -0.87
H -2.7756 -0.3681 1.7298 -0.06 0.09 -0.02
H 0.7088 2.8877 -1.8833 -0.78 -0.61 1.54
H -1.5742 -2.3028 -8.7503 -0.26 0.44 1.72
H 11.9664 1.7308 -1.5512 -0.09 -0.06 0.00
H -4.4088 -4.5638 -5.2596 0.15 0.38 1.64
H -3.5252 -1.2113 10.5966 0.09 0.01 -0.06
H 5.4048 -2.8377 -0.8682 0.16 0.13 -0.06
H -1.6539 4.9472 -4.1446 1.04 -1.04 1.02
H -3.1340 1.7200 0.4660 -0.10 0.03 0.14
H -5.4417 1.0105 4.7936 -0.03 0.16 -0.14
H -3.4277 -3.6395 -1.8191 1.38 -0.36 -0.30
H -4.5751 -3.3420 -3.8375 0.30 -1.57 -0.57
H 4.4677 -4.0968 -2.7735 0.07 0.08 -0.02
H -3.2526 0.0187 -1.6448 0.57 0.60 0.05
H 7.4446 -2.4220 -5.3657 0.08 0.08 0.19
H 1.9233 -2.2587 3.1947 -0.03 0.04 0.09
H -7.6406 5.4601 4.3486 0.15 -0.14 -0.10
H -2.1109 -4.8394 -4.3602 -0.99 -0.03 1.03
H 3.6624 -0.3993 -4.8591 -0.48 -0.40 0.17
H -6.6001 8.0308 1.0791 0.01 -0.10 0.04
H -1.4063 0.3911 -5.2009 -0.49 -1.07 0.80
H -3.2545 -1.7777 8.2091 0.21 0.02 -0.06
H -7.8728 7.6144 3.1653 0.06 -0.08 -0.03